Entry 1:
{"formula": "C19H28Cl8N2O2S", "method": "ωB97M-V with the def2-TZVPD basis set", "elements": ["C", "C", "C", "C", "C", "C", "N", "S", "N", "C", "C", "O", "C", "C", "C", "O", "H", "H", "H", "H", "H", "H", "H", "H", "H", "H", "H", "H", "Cl", "C", "C", "Cl", "H", "H", "H", "H", "Cl", "C", "C", "Cl", "H", "H", "H", "H", "Cl", "C", "C", "Cl", "H", "H", "H", "H", "Cl", "C", "C", "Cl", "H", "H", "H", "H"], "xyz": [[-1.444, 6.301, 1.670], [-2.462, 5.587, 1.143], [-2.359, 4.132, 0.983], [-1.492, 3.421, 1.879], [-1.326, 2.073, 1.795], [-2.006, 1.337, 0.793], [-1.971, 0.026, 0.552], [-2.968, -0.237, -0.684], [-3.467, 1.253, -1.000], [-2.882, 2.040, -0.095], [-3.064, 3.451, 0.020], [-3.901, 4.147, -0.811], [-5.265, 3.729, -0.769], [-6.152, 4.559, 0.193], [-6.294, 3.855, 1.541], [-5.659, 5.853, 0.452], [-0.423, 6.039, 1.426], [-1.678, 7.157, 2.289], [-3.335, 6.123, 0.801], [-0.979, 3.973, 2.648], [-0.668, 1.574, 2.493], [-5.357, 2.682, -0.496], [-5.651, 3.859, -1.778], [-7.153, 4.567, -0.248], [-6.742, 2.875, 1.399], [-5.322, 3.757, 2.023], [-6.913, 4.482, 2.178], [-5.972, 6.472, -0.212], [2.554, -3.939, 0.759], [1.256, -2.735, 0.975], [1.242, -1.709, -0.125], [2.661, -0.629, -0.068], [1.385, -2.275, 1.952], [0.315, -3.282, 0.974], [0.353, -1.084, -0.032], [1.220, -2.179, -1.107], [5.422, -0.068, 2.233], [5.510, -1.749, 1.641], [6.268, -2.646, 2.583], [8.009, -2.256, 2.642], [5.964, -1.732, 0.654], [4.488, -2.103, 1.541], [6.185, -3.678, 2.246], [5.877, -2.580, 3.596], [0.413, -5.447, -1.825], [1.339, -6.956, -2.015], [0.650, -8.130, -1.370], [0.628, -8.004, 0.407], [2.329, -6.795, -1.595], [1.443, -7.132, -3.084], [1.182, -9.047, -1.618], [-0.378, -8.225, -1.712], [2.682, -1.603, -4.347], [4.129, -0.788, -3.699], [5.221, -1.765, -3.345], [4.770, -2.774, -1.950], [3.823, -0.205, -2.833], [4.483, -0.105, -4.470], [6.124, -1.222, -3.072], [5.455, -2.424, -4.177]], "mulliken_charge": [-0.9362, -0.3891, 0.5874, -0.9923, -0.7588, 0.6210, -0.6880, 0.1567, -0.6243, 1.3428, 0.1180, -0.4780, -0.6110, 0.2185, -1.3992, -0.5256, 0.3463, 0.2486, 0.3501, 0.5173, 0.4401, 0.3189, 0.3496, 0.4523, 0.3877, 0.2613, 0.3827, 0.2999, -0.1994, -0.6923, 0.2179, -0.1774, 0.4086, 0.4178, -0.1614, 0.1942, -0.1948, 0.2734, -0.4501, -0.2074, 0.2206, -0.2980, 0.2950, 0.3439, -0.1568, -0.4687, -0.4128, -0.1761, 0.2839, 0.3248, 0.2955, 0.3106, -0.1898, -0.3771, -0.5059, -0.0929, 0.2234, 0.3399, 0.2732, 0.3419], "homo_energy_ev": -8.190, "gap_ev": 7.45, "total_energy_ha": -5080.4535, "charge": 0}

***

Entry 2:
{"formula": "C19H28ClF16N2O4", "method": "ωB97M-V with the def2-TZVPD basis set", "elements": ["C", "C", "O", "C", "C", "O", "N", "C", "C", "N", "C", "C", "Cl", "C", "H", "H", "H", "H", "H", "H", "H", "H", "H", "H", "H", "H", "H", "H", "H", "H", "H", "H", "H", "H", "C", "C", "C", "F", "F", "F", "F", "O", "C", "C", "F", "F", "F", "F", "H", "H", "H", "H", "C", "C", "C", "F", "F", "F", "F", "O", "C", "C", "F", "F", "F", "F", "H", "H", "H", "H"], "xyz": [[-4.981, -2.683, -4.755], [-4.350, -1.215, -4.262], [-2.965, -1.096, -4.743], [-2.552, 0.304, -4.927], [-1.558, 0.874, -3.722], [-1.105, -0.164, -2.785], [0.227, -0.135, -2.589], [0.630, -1.535, -2.152], [1.289, -1.629, -0.656], [0.983, -3.054, -0.148], [0.648, -0.611, 0.458], [0.247, 0.869, -0.122], [-1.563, 1.120, 0.185], [0.714, 0.976, -1.688], [-5.789, -2.505, -5.614], [-4.056, -3.288, -5.203], [-5.441, -3.226, -3.825], [-4.320, -1.130, -3.088], [-5.092, -0.408, -4.674], [-1.941, 0.457, -5.939], [-3.490, 1.030, -5.016], [-0.711, 1.536, -4.183], [-2.244, 1.617, -3.089], [0.704, 0.015, -3.528], [-0.318, -2.253, -2.243], [1.429, -1.964, -2.920], [2.480, -1.570, -0.668], [1.369, -3.172, 0.823], [-0.069, -3.021, 0.000], [-0.269, -1.066, 1.059], [1.496, -0.442, 1.279], [0.824, 1.717, 0.487], [0.357, 2.050, -2.069], [1.906, 1.033, -1.722], [-0.580, -5.709, 5.000], [0.568, -6.021, 5.973], [1.234, -4.803, 6.605], [1.759, -3.961, 5.689], [2.266, -5.184, 7.406], [1.475, -6.819, 5.348], [0.042, -6.785, 6.984], [-0.244, -5.658, 3.608], [0.322, -4.427, 3.163], [1.797, -4.557, 2.753], [2.552, -5.092, 3.744], [2.336, -3.342, 2.467], [0.115, -3.480, 4.109], [-0.418, -4.044, 2.087], [-1.284, -6.547, 5.074], [-1.165, -4.835, 5.310], [0.526, -4.245, 7.224], [1.903, -5.197, 1.870], [1.382, 7.172, 1.092], [2.738, 6.946, 0.404], [2.784, 7.305, -1.077], [1.889, 6.611, -1.812], [4.007, 7.021, -1.601], [3.135, 5.663, 0.620], [3.656, 7.729, 1.056], [0.515, 6.036, 1.189], [-0.249, 5.750, 0.019], [0.168, 4.441, -0.667], [1.494, 4.419, -0.953], [-0.486, 4.274, -1.847], [-0.203, 6.822, -0.808], [-1.542, 5.656, 0.432], [1.604, 7.429, 2.135], [0.857, 8.052, 0.701], [2.603, 8.373, -1.228], [-0.049, 3.577, -0.029]], "mulliken_charge": [-0.8569, -0.1688, -0.3446, -0.4719, -0.2765, -0.2009, 0.4090, -0.8884, 0.2818, -0.6973, -0.8980, 0.0654, -0.1640, -0.7238, 0.2655, 0.2419, 0.2757, 0.2069, 0.2510, 0.2882, 0.3002, 0.3323, 0.2044, 0.5509, 0.3286, 0.2227, 0.3727, 0.2892, 0.2970, 0.2839, 0.2503, 0.5426, 0.1690, 0.3504, -0.6830, 0.8516, 0.0898, -0.1880, -0.2792, -0.2688, -0.3231, -0.3996, 0.9512, 0.0312, -0.1978, -0.2973, -0.2905, -0.3060, 0.4061, 0.3157, 0.2800, 0.3071, -0.6868, 0.8543, 0.0761, -0.1821, -0.2798, -0.2660, -0.3247, -0.3965, 0.6102, 0.6712, -0.2190, -0.3095, -0.2587, -0.2856, 0.4151, 0.3285, 0.2875, -0.1222], "homo_energy_ev": -12.755, "gap_ev": 9.76, "total_energy_ha": -3208.7910, "charge": 1}

***

Entry 3:
{"formula": "C19H28FHoO2", "method": "ωB97M-V with the def2-TZVPD basis set", "elements": ["O", "C", "C", "H", "H", "C", "H", "H", "C", "H", "H", "H", "C", "H", "H", "H", "Ho", "C", "C", "C", "H", "C", "C", "H", "H", "H", "H", "C", "C", "C", "H", "C", "C", "H", "H", "H", "H", "O", "C", "C", "H", "H", "C", "H", "H", "C", "H", "H", "H", "H", "F"], "xyz": [[-2.906, -1.311, -1.146], [-4.326, -1.101, -0.762], [-4.617, -2.556, -0.572], [-4.718, -0.677, -1.668], [-4.377, -0.379, 0.038], [-3.290, -2.725, -1.408], [-5.583, -2.882, -0.997], [-4.405, -2.834, 0.440], [-3.437, -2.731, -2.933], [-3.958, -1.792, -3.197], [-4.051, -3.599, -3.232], [-2.431, -2.638, -3.400], [-2.223, -3.624, -0.829], [-2.348, -3.530, 0.253], [-1.205, -3.340, -1.126], [-2.399, -4.631, -1.264], [-1.620, 0.726, -1.435], [-0.307, 0.442, 1.527], [-0.809, 1.776, 1.431], [-2.232, 1.711, 1.366], [-0.254, 2.718, 1.464], [-2.603, 0.340, 1.389], [-1.416, -0.459, 1.441], [-1.401, -1.555, 1.482], [0.744, 0.163, 1.673], [-2.924, 2.558, 1.359], [-3.637, 0.002, 1.501], [1.198, 0.347, -1.090], [0.750, -1.011, -1.030], [0.010, -1.276, -2.231], [0.986, -1.719, -0.211], [0.055, -0.096, -3.054], [0.830, 0.889, -2.355], [1.224, 1.814, -2.781], [1.774, 0.910, -0.344], [-0.428, -2.226, -2.540], [-0.301, 0.030, -4.081], [-3.869, 0.836, -3.424], [-5.127, 0.182, -3.854], [-6.125, 1.239, -4.351], [-5.441, -0.243, -2.864], [-4.972, -0.636, -4.589], [-5.507, 2.584, -3.941], [-7.089, 1.096, -3.842], [-6.254, 1.247, -5.447], [-4.175, 2.263, -3.313], [-6.063, 3.079, -3.138], [-5.374, 3.235, -4.804], [-4.269, 2.414, -2.226], [-3.360, 2.886, -3.704], [-1.991, 2.652, -1.970]], "mulliken_spin": [-0.0083, 0.0007, 0.0004, 0.0016, -0.0005, -0.0012, 0.0000, -0.0001, 0.0028, -0.0013, 0.0000, 0.0001, 0.0004, 0.0000, -0.0002, 0.0000, 4.0337, -0.0018, -0.0011, -0.0033, 0.0003, 0.0007, -0.0044, 0.0002, -0.0001, 0.0005, 0.0009, -0.0070, -0.0003, -0.0068, 0.0002, 0.0049, -0.0067, 0.0001, 0.0004, -0.0005, -0.0002, -0.0027, 0.0003, -0.0001, -0.0001, 0.0001, 0.0001, 0.0000, 0.0000, 0.0002, 0.0000, 0.0000, 0.0001, -0.0003, -0.0018], "s_squared": 6.004, "homo_energy_ev": [-6.845, -6.867], "gap_ev": [7.16, 7.18], "total_energy_ha": -1939.1512, "multiplicity": 5, "charge": 0}

***

Entry 4:
{"formula": "C19H28HfNOSe2Si", "method": "ωB97M-V with the def2-TZVPD basis set", "elements": ["Hf", "C", "Se", "C", "C", "Se", "C", "H", "H", "H", "H", "H", "H", "H", "H", "H", "H", "C", "Si", "C", "C", "N", "C", "C", "C", "C", "C", "C", "O", "C", "C", "C", "C", "C", "C", "H", "H", "H", "H", "H", "H", "H", "H", "H", "H", "H", "H", "H", "H", "H", "H", "H", "H"], "xyz": [[0.249, -0.638, -0.179], [4.274, -0.672, -0.531], [2.708, -1.829, -0.587], [2.741, -2.527, 1.269], [2.271, -1.576, 2.363], [0.296, -1.394, 2.409], [0.146, 0.206, 3.509], [5.113, -1.334, -0.337], [4.179, 0.097, 0.228], [4.367, -0.236, -1.522], [3.787, -2.782, 1.436], [2.187, -3.464, 1.247], [2.689, -0.575, 2.262], [2.550, -1.961, 3.343], [0.433, -0.099, 4.511], [-0.897, 0.511, 3.492], [0.793, 0.985, 3.123], [-3.529, -2.095, -2.196], [-2.467, -2.005, -0.721], [-3.166, -2.669, 0.831], [-0.753, -2.855, -1.059], [-1.676, -0.421, -0.422], [-2.178, 0.896, -0.149], [-3.486, 1.317, -0.317], [-3.825, 2.645, -0.079], [-2.868, 3.569, 0.320], [-1.549, 3.169, 0.505], [-1.264, 1.851, 0.276], [0.112, 1.342, 0.473], [1.113, 1.794, -0.452], [0.947, 1.440, -1.794], [1.936, 1.825, -2.700], [3.034, 2.541, -2.252], [3.170, 2.869, -0.900], [2.207, 2.484, 0.025], [-3.863, -3.130, -2.321], [-3.020, -1.784, -3.109], [-4.427, -1.483, -2.074], [-3.244, -3.759, 0.769], [-4.179, -2.292, 0.998], [-2.567, -2.420, 1.707], [-0.937, -3.863, -1.438], [-0.115, -3.046, -0.167], [-0.176, -2.377, -1.878], [-4.238, 0.612, -0.649], [-4.850, 2.962, -0.217], [-3.141, 4.601, 0.493], [-0.785, 3.866, 0.828], [0.000, 1.032, -2.158], [1.816, 1.606, -3.753], [3.781, 2.869, -2.963], [4.024, 3.445, -0.566], [2.280, 2.754, 1.071]], "mulliken_charge": [-0.2647, -0.9765, 0.2342, -0.8406, -0.6057, 0.2057, -0.8546, 0.4312, 0.3391, 0.3380, 0.5367, 0.4150, 0.3484, 0.5196, 0.4566, 0.3652, 0.2448, -1.0059, -0.2364, -0.8478, -1.1956, 0.9147, 1.0714, -0.6288, -0.9240, -0.7467, -0.7681, 0.3476, 0.1922, 0.7206, -0.1766, -0.9848, -0.6933, -0.5951, -0.5531, 0.4079, 0.3689, 0.4009, 0.4223, 0.3533, 0.2728, 0.5299, 0.3839, 0.5593, 0.3993, 0.4696, 0.4726, 0.5199, 0.5926, 0.5303, 0.4887, 0.4892, 0.5560], "homo_energy_ev": -17.638, "gap_ev": 7.05, "total_energy_ha": -6010.2253, "charge": 3}